Density functional theory data (ωB97M-V with the def2-TZVPD basis set) for a molecular structure, C21H22N4PdS2SbSe4.

Results
maximum force	0.45	eV/Å
relative energy (zero: lowest compared OMol25 entry of this formula, charge and spin)	10.2	kcal per mole
frontier orbital gap (spin up / spin down)	5.83 / 5.36	eV
electronic energy	-11802.79250	hartree

Structure (ORCA input):
```
! RIJCOSX wB97M-V def2-TZVPD def2/J DEFGRID3
* xyz -1 3
Pd -2.683 -1.600 -0.128
S -1.131 -2.004 1.601
C 0.293 -1.307 0.931
N 1.387 -1.101 1.744
C 2.638 -0.721 1.113
C 2.369 0.273 0.000
N 1.444 -0.327 -0.938
C 1.803 -0.326 -2.346
C 1.852 1.075 -2.907
C 3.042 1.644 -3.339
C 3.061 2.943 -3.833
C 1.887 3.676 -3.894
C 0.691 3.111 -3.464
C 0.674 1.818 -2.971
C 0.364 -0.996 -0.447
S -0.912 -1.398 -1.526
C 1.206 -0.692 3.137
C 1.302 0.808 3.289
C 0.283 1.605 2.767
C 0.355 2.984 2.856
C 1.449 3.585 3.468
C 2.465 2.801 3.991
C 2.390 1.417 3.899
H 3.129 -1.611 0.704
H 3.294 -0.283 1.864
H 3.283 0.541 -0.529
H 1.944 1.189 0.424
H 1.056 -0.907 -2.883
H 2.772 -0.825 -2.470
H 3.959 1.067 -3.293
H 3.994 3.379 -4.170
H 1.898 4.688 -4.279
H -0.232 3.674 -3.518
H -0.258 1.372 -2.638
H 1.942 -1.201 3.763
H 0.220 -1.029 3.448
H -0.571 1.135 2.288
H -0.445 3.590 2.451
H 1.504 4.664 3.541
H 3.317 3.265 4.472
H 3.184 0.803 4.313
N -2.844 -4.980 0.664
C -3.541 -6.122 0.831
C -4.794 -5.894 0.313
C -4.755 -4.564 -0.145
N -3.567 -4.027 0.071
H -1.900 -4.758 0.938
H -3.101 -6.989 1.293
H -5.618 -6.584 0.274
H -5.522 -3.972 -0.618
Se -7.338 1.684 -1.940
Sb -4.980 1.470 -2.206
Se -4.623 -0.860 -1.257
Se -3.723 1.767 -4.210
Se -3.915 3.049 -0.502
*
```

Here are the natural (NBO) charges for atoms 1 to 2, given in e: 0.5037 -0.2009